No. 1
C31H47NO2P2S2Tl as an isolated structure, computed with ωB97M-V with the def2-TZVPD basis set.

Structure (XYZ):
```
86
Properties=species:S:1:pos:R:3:lowdin_charge:R:1
Tl 2.982 -1.256 -3.284 1.09
C 2.323 1.710 2.441 -0.19
C 2.225 2.630 1.359 -0.19
C 0.474 3.039 2.801 -0.17
C 1.262 1.983 3.348 -0.22
C 1.088 3.458 1.588 -0.22
C 3.340 0.657 2.623 -0.03
H 4.196 0.816 1.958 0.08
H 2.932 -0.344 2.412 0.09
H 3.703 0.647 3.660 0.08
C 1.041 1.315 4.639 -0.05
H 1.986 0.936 5.052 0.08
H 0.355 0.460 4.543 0.05
H 0.596 2.008 5.366 0.09
C -0.720 3.637 3.424 -0.02
H -0.461 4.505 4.054 0.11
H -1.236 2.904 4.060 0.07
H -1.444 3.974 2.669 0.07
C 0.666 4.602 0.763 -0.05
H 1.113 5.543 1.123 0.09
H -0.424 4.725 0.793 0.07
H 0.976 4.472 -0.281 0.07
C 3.176 2.755 0.238 -0.03
H 4.042 3.381 0.513 0.10
H 2.697 3.232 -0.627 0.07
H 3.563 1.777 -0.082 0.05
C 0.848 -3.086 -3.060 -0.34
C 2.322 -3.249 -3.152 -0.43
C 2.874 -3.875 -4.453 -0.21
C 2.923 -2.915 -5.702 -0.18
C 2.860 -1.406 -5.394 -0.30
C 1.661 -0.750 -4.916 -0.31
C 0.303 -1.433 -5.051 -0.19
C 0.136 -2.816 -4.391 -0.22
H 2.296 -4.774 -4.714 0.11
H 2.136 -3.218 -6.414 0.11
H 3.897 -4.236 -4.253 0.11
H 0.427 -3.590 -5.123 0.11
H 0.416 -4.035 -2.650 0.06
H 2.788 -3.659 -2.247 0.09
H -0.945 -2.973 -4.227 0.09
H -0.464 -0.753 -4.649 0.08
H 1.636 0.352 -4.918 0.10
H 0.046 -1.546 -6.123 0.13
H 3.896 -3.096 -6.192 0.11
H 3.650 -0.785 -5.836 0.10
P -0.497 -2.446 -1.394 0.94
P -2.164 0.137 -0.918 0.66
C -2.265 -2.581 -1.801 -0.40
C -3.088 -1.373 -1.281 -0.35
H -2.624 -3.528 -1.376 0.09
H -2.374 -2.660 -2.892 0.07
H -3.849 -1.085 -2.019 0.10
H -3.630 -1.657 -0.369 0.10
C -3.232 1.541 -0.999 -0.21
H -2.621 2.449 -0.980 0.08
H -3.878 1.535 -0.094 0.03
H -3.823 1.479 -1.922 0.08
C -0.733 0.556 -1.930 -0.25
H -0.831 0.192 -2.961 0.05
H 0.216 0.212 -1.496 0.01
H -0.700 1.656 -1.965 0.07
C -0.164 -3.713 -0.146 -0.30
H 0.475 -3.243 0.617 0.04
H 0.370 -4.561 -0.595 0.04
H -1.102 -4.048 0.313 0.04
C 3.245 -0.772 -1.259 -0.26
H 2.389 -0.229 -0.843 -0.03
H 4.166 -0.180 -1.208 -0.02
H 3.382 -1.724 -0.730 0.01
O -5.960 1.806 2.757 -0.26
S -4.546 2.072 2.815 0.69
O -4.078 3.440 2.844 -0.26
N -3.718 1.200 1.635 -0.12
C -2.746 0.458 2.099 -0.57
S -1.440 -0.125 1.043 0.84
C -2.770 0.305 3.554 -0.22
C -1.954 -0.420 4.432 -0.03
C -2.140 -0.277 5.812 -0.04
C -3.122 0.591 6.318 -0.03
C -3.933 1.326 5.448 -0.01
C -3.751 1.153 4.083 -0.23
H -1.201 -1.093 4.021 0.12
H -1.520 -0.844 6.507 0.12
H -3.256 0.698 7.396 0.12
H -4.691 2.028 5.796 0.14
```

Output
HOMO level (alpha / beta) = -9.17 / -8.88 eV
charge = +1
multiplicity = 1


No. 2
C28H30F6N6O4S3SiTa as an isolated structure, computed with ωB97M-V with the def2-TZVPD basis set.

Structure (XYZ):
```
79
Properties=species:S:1:pos:R:3:lowdin_charge:R:1
Ta -0.322 0.398 0.403 1.84
C -1.879 2.243 -1.705 -0.10
N -1.512 2.345 -0.265 -0.23
C -2.796 2.456 0.466 -0.11
C -3.438 1.108 0.449 -0.26
C -4.787 0.960 0.702 0.03
C -5.335 -0.308 0.726 0.03
C -4.502 -1.393 0.485 0.02
C -3.169 -1.171 0.238 -0.11
N -2.611 0.069 0.200 -0.01
C -0.695 3.579 -0.081 -0.07
C 0.443 3.383 0.864 -0.23
C 0.995 4.448 1.540 0.04
C 2.161 4.262 2.270 0.03
C 2.735 3.004 2.298 0.01
C 2.113 1.972 1.629 -0.12
N 0.980 2.140 0.907 -0.06
C -0.648 1.924 -2.468 -0.26
C -0.482 2.331 -3.778 0.03
C 0.699 2.030 -4.431 0.02
C 1.681 1.360 -3.719 0.01
C 1.442 0.993 -2.413 -0.10
N 0.278 1.243 -1.769 0.00
H -2.323 3.183 -2.039 0.16
H -2.634 1.468 -1.828 0.14
H -3.434 3.194 -0.029 0.16
H -2.631 2.808 1.481 0.13
H -5.392 1.837 0.890 0.15
H -6.388 -0.452 0.931 0.14
H -4.878 -2.406 0.492 0.14
H -2.514 -2.007 0.071 0.10
H -1.331 4.412 0.219 0.16
H -0.264 3.848 -1.048 0.15
H 0.528 5.421 1.473 0.14
H 2.610 5.090 2.804 0.14
H 3.645 2.806 2.848 0.14
H 2.526 0.979 1.694 0.05
H -1.271 2.886 -4.269 0.14
H 0.859 2.332 -5.458 0.14
H 2.641 1.129 -4.159 0.13
H 2.218 0.501 -1.852 0.06
C 3.304 -4.964 -2.635 -0.16
Si 3.224 -3.471 -1.552 0.52
C 3.572 -3.868 0.226 -0.16
C 4.287 -2.082 -2.189 -0.16
C 1.417 -2.804 -1.682 -0.18
C 0.495 -3.358 -2.574 0.00
C -0.787 -2.837 -2.745 0.01
C -1.170 -1.752 -1.993 -0.10
N -0.313 -1.209 -1.111 -0.15
C 0.926 -1.710 -0.982 -0.63
S 1.813 -0.697 0.166 0.81
H 4.301 -5.405 -2.559 0.06
H 3.145 -4.723 -3.689 0.05
H 2.592 -5.740 -2.343 0.05
H 4.531 -4.388 0.285 0.05
H 2.817 -4.538 0.644 0.04
H 3.647 -2.986 0.865 0.02
H 5.338 -2.380 -2.181 0.05
H 4.215 -1.175 -1.583 0.01
H 4.026 -1.840 -3.222 0.04
H 0.785 -4.217 -3.168 0.12
H -1.477 -3.267 -3.458 0.13
H -2.136 -1.282 -2.111 0.12
F -0.041 -3.037 4.794 0.23
C -0.380 -3.063 3.535 -0.69
F -1.565 -3.586 3.351 0.21
F 0.529 -3.652 2.792 0.20
S -0.414 -1.281 2.951 0.73
O -0.816 -1.359 1.477 -0.49
O 0.863 -0.638 3.069 -0.29
N -1.589 -0.638 3.767 -0.24
S -1.778 0.896 3.488 0.77
O -1.060 1.239 2.167 -0.49
O -3.113 1.357 3.549 -0.18
C -0.778 1.857 4.767 -0.67
F -0.907 1.218 5.901 0.22
F -1.305 3.060 4.819 0.20
F 0.484 1.918 4.394 0.18
```

Output
HOMO level = -17.08 eV
charge = +3
multiplicity = 1
energy relative to the best compared isomer or geometry (same formula, charge and spin) = 77.0 kJ/mol


No. 3
One molecule with the formula CH4F2Si, computed with ωB97M-V with the def2-TZVPD basis set.

Structure (XYZ):
```
8
Properties=species:S:1:pos:R:3:nbo_charge:R:1
C 0.220 -0.070 -0.360 -1.14
Si -1.507 0.414 0.151 1.97
F -1.923 -1.468 0.859 -0.70
F -2.304 1.066 -1.024 -0.64
H 0.753 -0.358 0.478 0.26
H 0.117 -0.969 -0.819 0.26
H 0.638 0.713 -1.007 0.24
H -1.783 1.117 1.327 -0.25
```

Output
HOMO level = -11.79 eV
multiplicity = 1
energy relative to the best compared isomer or geometry (same formula, charge and spin) = 167.3 kJ/mol


No. 4
C31H23MgN5O8S4 as an isolated structure, computed with ωB97M-V with the def2-TZVPD basis set.

Structure (XYZ):
```
72
Properties=species:S:1:pos:R:3:lowdin_charge:R:1
Mg -0.349 0.087 0.143 0.42
S 0.973 4.031 0.636 0.60
C 0.818 4.225 2.358 -0.69
C 0.958 5.520 2.893 -0.15
C 0.892 5.774 4.249 -0.12
C 0.656 4.733 5.141 -0.12
C 0.497 3.453 4.640 -0.13
C 0.582 3.180 3.273 -0.53
S 0.260 1.489 2.816 0.95
C 1.921 0.792 2.647 -0.37
C 2.473 0.675 1.252 -0.33
C 3.798 0.267 1.103 -0.02
C 4.311 0.130 -0.164 -0.05
C 3.529 0.503 -1.252 -0.02
C 2.246 0.954 -1.018 -0.33
C 1.441 1.603 -2.107 -0.35
S -0.150 0.780 -2.507 0.98
C -1.128 2.252 -2.710 -0.53
C -1.457 2.623 -4.009 -0.12
C -2.201 3.763 -4.263 -0.11
C -2.615 4.551 -3.195 -0.11
C -2.307 4.182 -1.900 -0.12
C -1.575 3.018 -1.616 -0.65
S -1.294 2.599 0.053 0.64
N 1.703 0.965 0.213 0.06
H 1.119 6.330 2.193 0.08
H 1.010 6.789 4.611 0.09
H 0.589 4.917 6.206 0.09
H 0.303 2.627 5.311 0.09
H 1.857 -0.215 3.063 0.08
H 2.604 1.383 3.259 0.09
H 4.385 0.022 1.978 0.12
H 5.317 -0.243 -0.313 0.11
H 3.913 0.460 -2.262 0.11
H 2.042 1.696 -3.012 0.08
H 1.172 2.598 -1.749 0.05
H -1.123 1.990 -4.820 0.10
H -2.452 4.037 -5.279 0.09
H -3.188 5.454 -3.373 0.09
H -2.637 4.784 -1.064 0.09
C -5.825 -1.019 -1.740 -0.04
N -4.660 -1.062 -0.882 -0.06
C -4.721 -1.685 0.327 -0.08
C -3.691 -1.685 1.187 0.02
C -2.510 -0.954 0.783 -0.49
O -1.525 -0.785 1.546 -0.07
N -2.435 -0.425 -0.450 0.12
C -3.462 -0.437 -1.321 -0.49
O -3.431 0.047 -2.443 0.03
H -6.309 -1.997 -1.766 0.08
H -5.492 -0.747 -2.737 0.08
H -6.545 -0.273 -1.392 0.09
H -5.655 -2.191 0.542 0.12
H -3.723 -2.193 2.136 0.11
O 1.262 -1.746 1.384 0.01
C 0.984 -2.236 0.283 -0.57
O 0.381 -1.589 -0.638 -0.11
C 1.361 -3.668 -0.012 -0.11
C 1.265 -4.140 -1.319 0.03
C 1.638 -5.458 -1.554 -0.16
C 2.083 -6.308 -0.562 0.06
C 2.176 -5.817 0.750 -0.17
C 1.810 -4.481 1.015 0.07
N 2.636 -6.646 1.757 -0.44
O 2.955 -7.847 1.470 -0.13
O 2.739 -6.181 2.937 -0.12
N 1.562 -5.976 -2.923 -0.36
O 1.819 -7.154 -3.119 0.04
O 1.266 -5.198 -3.819 0.04
H 0.907 -3.505 -2.113 0.11
H 2.362 -7.327 -0.773 0.11
H 1.886 -4.094 2.018 0.11
```

Output
HOMO level (alpha / beta) = -2.26 / -0.30 eV
charge = -2
multiplicity = 1
energy relative to the best compared isomer or geometry (same formula, charge and spin) = 41.5 kJ/mol


M: 796.2; 933.8; 82.1; 746.1 (g mol⁻¹)